1.
{
  "formula": "C4H5NO2",
  "method": "ωB97M-V/def2-TZVPD",
  "gap_ev": 10.3,
  "molar_mass_g_mol": 99.1,
  "e_homo_ev": -10.1,
  "lumo_ev": 0.21,
  "e_above_lowest_kj_mol": 210.68,
  "smiles": "O=CCC=O.C#N",
  "elements": ["O", "C", "C", "C", "O", "H", "H", "H", "H", "C", "N", "H"],
  "positions_angstrom": [[2.81866, 0.30441, -0.65381], [1.95792, -0.11381, 0.07892], [0.58868, -0.61747, -0.37515], [-0.03381, 0.75358, -0.41037], [-0.43276, 1.33023, 0.57680], [2.02549, -0.02930, 1.18329], [0.58345, -1.09775, -1.35818], [0.14544, -1.26190, 0.38808], [0.03821, 1.25815, -1.39027], [-2.58019, -0.15927, 0.67504], [-2.38731, -1.09357, 0.02535], [-2.72378, 0.72671, 1.26030]],
  "forces_ev_per_angstrom": [[-0.4, -0.4, 0.3], [0.5, -0.1, -0.2], [0.2, 0.0, 0.1], [-0.3, 0.3, 0.3], [0.2, -0.1, -0.5], [0.2, 0.0, -0.2], [0.2, 0.2, 0.2], [0.0, 0.3, -0.1], [-0.1, 0.1, 0.1], [-0.1, -1.0, -0.6], [-0.4, 0.9, 0.7], [0.0, -0.2, -0.1]],
  "mulliken_charge": [-0.457, -0.047, -0.315, -0.031, -0.500, 0.338, 0.335, 0.296, 0.356, 0.187, -0.439, 0.278]
}

=====

2.
{
  "formula": "C25H74N10O12",
  "method": "ωB97M-V/def2-TZVPD",
  "gap_ev": 9.4,
  "molar_mass_g_mol": 706.9,
  "e_homo_ev": -9.3,
  "lumo_ev": 0.11,
  "e_above_lowest_kj_mol": 750.47,
  "smiles": "NC(N)=O.NC(N)=O.NC(N)=O.NC(N)=O.NC(N)=O.CC(C)O.CC(C)O.CC(C)O.CC(C)O.CC(C)O.CC(C)O.CCO",
  "elements": ["N", "C", "N", "O", "H", "H", "H", "H", "N", "C", "N", "O", "H", "H", "H", "H", "N", "C", "N", "O", "H", "H", "H", "H", "N", "C", "N", "O", "H", "H", "H", "H", "N", "C", "N", "O", "H", "H", "H", "H", "C", "C", "C", "O", "H", "H", "H", "H", "H", "H", "H", "H", "C", "C", "C", "O", "H", "H", "H", "H", "H", "H", "H", "H", "C", "C", "C", "O", "H", "H", "H", "H", "H", "H", "H", "H", "C", "C", "C", "O", "H", "H", "H", "H", "H", "H", "H", "H", "C", "C", "C", "O", "H", "H", "H", "H", "H", "H", "H", "H", "C", "C", "C", "O", "H", "H", "H", "H", "H", "H", "H", "H", "C", "C", "O", "H", "H", "H", "H", "H", "H"],
  "positions_angstrom": [[7.23719, -9.34553, -24.74432], [8.46505, -9.74924, -24.97520], [9.27894, -8.72400, -24.99886], [8.76599, -10.83098, -25.36918], [6.94480, -8.42443, -24.45077], [6.51532, -10.04202, -24.86224], [8.94404, -7.80204, -24.75821], [10.07523, -8.94571, -25.57928], [13.11479, -10.88395, -20.88906], [14.37302, -10.76379, -21.00457], [14.91261, -10.52975, -19.81994], [14.97520, -10.76888, -22.04848], [12.62422, -10.75322, -21.76219], [12.65802, -10.61511, -20.02930], [15.91886, -10.49747, -19.73924], [14.27781, -10.50163, -19.03486], [4.28784, -24.98201, -17.52703], [5.56744, -25.01257, -17.62959], [6.09293, -23.88833, -18.07117], [6.19771, -25.96897, -17.33071], [3.75594, -24.12862, -17.62135], [3.90259, -25.80141, -17.07953], [5.56486, -23.14618, -18.50759], [7.10212, -23.85179, -18.08837], [13.08193, -22.05216, -16.60333], [13.07254, -22.60327, -17.78076], [13.94779, -23.54497, -17.84173], [12.15139, -22.45614, -18.56729], [12.34687, -21.43009, -16.29868], [13.90603, -22.24993, -16.05394], [13.74346, -24.31144, -18.46692], [14.71944, -23.68650, -17.20562], [9.78499, -19.65967, -27.78540], [9.64144, -20.80351, -28.38276], [10.10148, -20.80566, -29.56738], [9.34337, -21.84755, -27.84356], [9.40944, -19.48440, -26.86434], [10.40827, -18.98499, -28.20543], [10.29693, -19.92562, -30.02281], [9.97547, -21.68298, -30.05167], [-0.18325, -15.91694, -15.69794], [1.07599, -16.65249, -16.17836], [1.36672, -16.45003, -17.69802], [2.25842, -16.37111, -15.37542], [-1.03992, -16.40199, -16.16586], [-0.29127, -14.84790, -15.88117], [-0.30209, -16.01540, -14.61892], [0.77141, -17.69893, -16.16130], [0.49108, -16.75541, -18.27081], [2.17601, -17.13617, -17.94777], [1.64572, -15.46275, -18.06617], [2.78597, -17.16561, -15.48522], [16.01619, -16.38325, -25.37726], [17.13471, -15.71080, -24.52415], [18.28416, -16.70576, -24.30474], [17.73992, -14.61305, -25.11969], [15.29289, -15.62548, -25.67844], [15.37888, -17.07646, -24.82825], [16.49332, -16.78491, -26.27120], [16.69289, -15.36972, -23.58790], [17.95135, -17.60775, -23.79114], [19.02756, -16.29584, -23.62105], [18.69863, -16.92523, -25.28869], [17.28460, -13.85613, -24.74371], [6.48235, -10.44027, -16.92722], [7.42476, -11.66540, -16.82831], [7.15444, -12.71631, -17.81196], [8.73127, -11.23456, -17.12856], [6.89250, -9.55478, -16.44165], [5.49170, -10.74295, -16.58796], [6.46022, -10.22490, -17.99551], [7.52313, -11.97173, -15.78687], [7.62861, -13.68310, -17.64295], [7.65643, -12.50987, -18.75721], [6.08801, -12.85118, -17.99264], [9.35364, -11.95991, -17.03848], [1.34137, -22.98267, -23.17694], [2.45254, -22.12210, -23.76462], [1.89194, -21.05490, -24.83507], [3.03354, -21.50082, -22.58826], [1.76987, -23.76470, -22.55010], [0.88647, -23.54487, -23.99246], [0.64860, -22.29663, -22.68959], [3.16884, -22.79014, -24.24287], [1.64176, -20.15925, -24.26644], [1.05645, -21.48870, -25.38449], [2.53881, -20.70697, -25.64043], [3.84338, -21.03773, -22.81474], [9.65160, -16.63142, -22.39326], [8.22107, -17.20381, -22.16962], [7.31035, -16.32160, -23.04301], [8.35202, -18.51106, -22.69244], [9.86769, -16.51150, -23.45486], [10.48701, -17.26393, -22.09304], [9.74373, -15.76527, -21.73797], [7.87612, -17.18437, -21.13583], [6.29659, -16.71457, -22.96572], [7.54595, -16.43264, -24.10143], [7.19985, -15.28682, -22.71877], [8.92819, -18.87756, -22.01767], [6.13668, -13.15959, -31.01620], [6.55916, -14.50784, -30.52915], [6.58963, -15.63480, -31.55088], [7.85334, -14.44072, -29.94445], [5.16920, -13.22804, -31.51355], [6.80070, -12.71723, -31.75882], [5.83250, -12.44639, -30.25009], [5.89842, -14.83840, -29.72775], [6.71282, -16.64253, -31.15410], [7.17923, -15.48137, -32.45472], [5.60692, -15.89570, -31.94370], [7.83298, -13.83787, -29.19763], [0.51958, -13.08750, -23.49803], [1.49807, -12.05247, -23.93928], [2.37094, -12.48385, -24.92148], [-0.13234, -12.79167, -22.67608], [1.06500, -14.00634, -23.28281], [-0.21231, -13.22635, -24.29374], [2.11089, -11.75262, -23.08919], [0.99188, -11.16311, -24.31462], [1.86439, -12.90718, -25.61847]],
  "forces_ev_per_angstrom": [[-4.4, -0.4, 1.2], [-0.7, 0.9, -1.2], [3.2, 1.9, 0.3], [0.7, -2.9, -0.3], [0.3, -0.4, -0.1], [0.0, 0.2, 0.3], [0.6, -0.2, -0.5], [0.3, 0.9, 0.4], [-6.5, -0.7, -0.7], [3.6, 1.0, -0.5], [2.0, 0.3, 2.4], [1.0, -0.4, -1.5], [-0.4, -0.2, 0.3], [-0.2, -0.1, -0.5], [-0.4, 0.0, 0.3], [1.0, 0.0, 0.2], [-5.3, -0.3, 0.5], [1.2, 0.7, -0.3], [2.1, 2.8, -1.1], [2.4, -3.0, 1.0], [0.0, -0.4, 0.2], [-0.3, 0.4, -0.2], [0.2, -0.3, 0.2], [-0.3, 0.1, -0.2], [0.5, 2.7, 3.6], [-4.1, 0.3, -0.7], [3.9, -4.3, -2.0], [0.0, 0.3, -1.0], [0.5, 0.0, -0.2], [-0.7, 0.5, 0.5], [0.3, 0.4, -0.1], [-0.4, 0.1, -0.1], [-0.1, 4.1, 2.2], [0.1, -2.6, 3.2], [1.6, -0.1, -5.8], [-1.6, -1.1, 1.0], [0.3, -0.2, -0.2], [-0.4, 0.1, 0.4], [-0.1, -0.6, -0.5], [0.3, 0.5, -0.3], [0.2, 0.0, 0.4], [-0.2, 1.1, -1.1], [0.0, -0.3, 0.5], [-1.4, -0.4, -0.6], [0.0, 0.0, 0.0], [0.5, 0.0, -0.4], [0.1, -0.3, 0.1], [0.5, -0.3, 0.6], [-0.1, -0.1, 0.0], [0.1, 0.0, -0.2], [0.0, 0.2, 0.6], [0.4, 0.1, 0.2], [0.3, 1.3, 0.2], [-0.3, -2.1, 0.5], [-0.7, 0.1, 0.7], [-0.2, 1.2, -0.6], [0.1, 0.3, -0.3], [0.6, -0.5, 0.1], [-0.3, -0.3, 0.0], [0.0, -0.3, 0.3], [-0.2, -0.2, -0.4], [0.2, 0.3, -0.4], [0.2, -0.1, 0.2], [0.2, 0.4, -0.4], [0.9, -1.1, -0.8], [0.8, 1.3, 1.2], [-0.9, -1.7, -1.3], [1.5, 1.6, -0.2], [-0.2, -0.3, 0.3], [0.0, 0.3, 0.1], [-0.4, 0.2, -0.1], [-0.9, -0.5, 0.2], [-0.3, -0.2, 0.9], [-0.4, 0.8, -0.2], [0.0, -0.3, -0.1], [-0.1, -0.1, 0.1], [0.4, 0.1, -1.0], [-0.2, 0.8, -0.4], [0.5, -0.8, 1.1], [-0.2, -0.1, -0.7], [-0.1, 0.4, 0.5], [-0.5, 0.2, 0.0], [-0.2, -0.5, 0.2], [0.3, 0.1, 0.0], [-0.5, -0.1, -0.1], [-0.3, 0.1, 0.4], [0.7, -0.3, 0.3], [0.1, 0.0, -0.2], [-0.1, 0.2, 1.4], [1.9, 1.8, -2.1], [-1.2, -1.4, 0.4], [-1.2, -0.5, 0.5], [-0.5, 0.7, 0.1], [-0.3, -0.6, 0.5], [0.3, 0.7, -0.7], [0.1, -0.1, 0.1], [-0.3, -0.1, 0.0], [0.4, 0.3, 0.1], [0.6, 0.0, -0.1], [0.2, -0.8, -0.3], [-1.5, 0.5, -1.0], [0.4, -0.8, 0.7], [-1.1, -0.7, -0.7], [0.7, -0.2, -0.1], [-0.1, -0.4, -0.4], [0.3, 0.0, 0.3], [0.9, 0.0, 0.5], [-0.5, 0.0, 0.0], [1.2, 0.3, 0.6], [0.4, 0.2, 0.4], [-0.6, 1.0, -0.2], [0.0, 0.1, 0.0], [-0.8, -0.3, -0.3], [-0.2, 1.2, 0.9], [0.9, -0.7, -0.8], [0.5, 0.1, 0.4], [-0.3, -0.1, 0.1], [0.1, -0.5, -0.3], [0.1, 0.1, 0.0], [-0.3, 0.3, 0.2], [0.0, 0.0, -0.1]],
  "mulliken_charge": [-0.377, 0.671, -0.424, -0.631, 0.152, 0.201, 0.176, 0.232, -0.371, 0.638, -0.385, -0.650, 0.233, 0.175, 0.217, 0.144, -0.393, 0.623, -0.393, -0.635, 0.183, 0.229, 0.171, 0.214, -0.373, 0.687, -0.391, -0.658, 0.205, 0.146, 0.216, 0.169, -0.362, 0.656, -0.402, -0.671, 0.192, 0.170, 0.182, 0.236, -1.236, 0.475, -1.097, -0.537, 0.347, 0.319, 0.325, 0.156, 0.331, 0.297, 0.293, 0.327, -1.154, 0.355, -1.269, -0.554, 0.302, 0.340, 0.294, 0.357, 0.350, 0.304, 0.334, 0.342, -1.281, 0.594, -1.339, -0.585, 0.340, 0.354, 0.308, 0.225, 0.398, 0.379, 0.307, 0.302, -1.296, 0.457, -1.170, -0.550, 0.327, 0.382, 0.321, 0.281, 0.325, 0.289, 0.342, 0.290, -1.186, 0.389, -1.294, -0.520, 0.291, 0.403, 0.330, 0.252, 0.325, 0.332, 0.351, 0.329, -1.247, 0.663, -1.374, -0.571, 0.325, 0.323, 0.374, 0.110, 0.355, 0.334, 0.394, 0.312, -1.050, -0.188, -0.499, 0.328, 0.286, 0.325, 0.259, 0.249, 0.290]
}

=====

3.
{
  "formula": "C3H3KO2",
  "method": "ωB97M-V/def2-TZVPD",
  "multiplicity": 2,
  "gap_ev": [7.0, 8.2],
  "molar_mass_g_mol": 110.2,
  "s_squared": 0.7623,
  "e_homo_ev": [-11.3, -12.5],
  "lumo_ev": [-4.29, -4.30],
  "e_above_lowest_kj_mol": 14.88,
  "charge": 1,
  "elements": ["C", "C", "H", "H", "H", "O", "C", "O", "K"],
  "positions_angstrom": [[-1.55792, -0.71575, -0.44737], [-2.57410, 0.06126, -0.15591], [-3.59437, -0.34229, -0.08318], [-1.39021, -1.74486, -0.76850], [-2.45429, 1.13064, 0.04874], [2.97346, 0.45525, 0.52763], [2.43871, 0.75921, -0.46397], [2.08357, 1.17154, -1.47846], [4.07516, -0.77501, 2.82101]],
  "forces_ev_per_angstrom": [[-0.5, 0.1, -0.1], [0.4, -0.3, 0.0], [0.3, 0.1, -0.1], [-0.1, 0.4, 0.2], [0.0, -0.3, 0.0], [-0.3, -0.6, 0.6], [0.9, 1.1, -1.0], [-0.5, -0.5, 0.5], [-0.1, 0.1, -0.1]],
  "mulliken_charge": [-0.388, -0.343, 0.245, 0.287, 0.207, -0.406, 0.656, -0.267, 1.008]
}